Record 1
A 17-piece molecular cluster, C29H60BBrCl32O5P overall at a distorted geometry. Source: the Open Molecules 2025 dataset; level of theory: ωB97M-V with the def2-TZVPD basis set.

Computed properties:
total charge: -1
LUMO level: 1.542 eV
highest occupied orbital energy: -0.159 hartree
Kohn-Sham gap: 5.86 eV

```
129
Properties=species:S:1:pos:R:3:mulliken_charge:R:1
C -4.056 -2.759 2.932 -1.3109
C -3.426 -1.971 1.754 0.0514
C -2.726 -2.892 0.711 -0.6897
Br -4.260 -3.455 -0.500 -0.2689
P -1.334 -1.964 -0.333 1.4775
C -0.202 -1.765 1.219 -1.3520
C -0.047 -2.968 2.117 -0.4266
O -0.379 -2.894 3.233 -0.4017
C -0.157 -0.898 -1.447 -1.3095
C -0.734 0.554 -1.601 -0.7522
C -1.912 0.648 -2.588 0.0578
C -1.461 1.476 -3.819 -1.2342
C -1.336 2.980 -3.456 -0.4289
O -0.034 3.305 -2.990 -0.1784
C 0.315 4.563 -3.268 0.5080
C 0.578 5.528 -2.116 -0.5417
O 0.454 4.906 -4.351 -0.5295
C -0.540 -3.628 -0.896 -1.3237
B 0.993 -3.617 -1.244 0.9848
O 1.397 -4.054 -2.530 -0.5401
O 2.047 -3.202 -0.422 -0.6059
H -3.373 -2.881 3.778 0.2061
H -4.420 -3.742 2.612 0.2819
H -4.935 -2.232 3.334 0.3787
H -4.276 -1.522 1.224 0.4418
H -2.812 -1.129 2.074 0.1188
H -2.404 -3.858 1.118 0.7914
H -1.989 -0.722 0.054 -0.0969
H -2.226 -2.036 -1.485 -0.8341
H -0.648 -0.980 1.845 0.4707
H 0.818 -1.422 1.010 0.6774
H 0.424 -3.891 1.744 0.4406
H 0.838 -0.717 -1.015 0.2832
H -0.130 -1.255 -2.492 0.4011
H -0.902 1.039 -0.636 0.3674
H 0.094 1.115 -2.068 0.6227
H -2.099 -0.359 -2.972 -0.2169
H -2.805 1.073 -2.134 0.4256
H -0.439 1.143 -4.038 0.3367
H -2.128 1.320 -4.666 0.4813
H -1.563 3.532 -4.370 0.4883
H -2.107 3.161 -2.696 0.2533
H 1.564 5.961 -2.299 0.0465
H 0.543 5.015 -1.157 0.1917
H -0.134 6.355 -2.123 0.3388
H -0.702 -4.470 -0.192 0.2878
H -1.088 -3.935 -1.804 0.2954
H 0.875 -4.795 -2.775 0.2994
H 2.691 -3.892 -0.486 0.2042
C -6.950 0.656 -2.561 -0.2858
Cl -5.829 -0.631 -2.099 -0.0701
Cl -6.737 1.146 -4.251 -0.0869
H -7.955 0.299 -2.426 0.1078
H -6.775 1.520 -1.926 0.2928
C 4.754 5.884 -2.032 0.3036
Cl 4.922 4.937 -0.550 -0.1495
Cl 3.945 7.431 -1.727 -0.2031
H 5.745 6.079 -2.436 -0.2049
H 4.166 5.317 -2.746 0.2567
C 0.052 -3.354 6.344 0.3869
Cl 0.189 -4.251 7.868 -0.2048
Cl -0.717 -1.778 6.588 -0.1922
H 1.046 -3.200 5.938 -0.2559
H -0.546 -3.931 5.648 0.2288
C 4.877 -1.020 -0.216 -0.1408
Cl 3.987 0.504 -0.250 -0.0869
Cl 6.628 -0.742 -0.177 -0.2260
H 4.590 -1.576 0.668 0.2668
H 4.631 -1.591 -1.105 0.1725
C 6.383 -0.513 -3.802 0.5063
Cl 8.089 -0.549 -4.271 -0.1808
Cl 5.479 -1.833 -4.552 -0.1562
H 6.316 -0.612 -2.726 -0.4135
H 5.953 0.430 -4.117 0.2525
C 0.952 1.530 6.300 -0.0232
Cl 0.881 1.604 4.535 -0.0795
Cl 0.585 3.104 7.022 -0.1833
H 0.228 0.804 6.654 -0.0395
H 1.949 1.230 6.599 0.3091
C 2.666 7.190 1.551 0.0283
Cl 1.025 6.652 1.176 -0.0950
Cl 2.840 7.590 3.266 -0.1886
H 3.358 6.396 1.304 -0.0086
H 2.890 8.071 0.962 0.2457
C 3.649 -5.180 5.231 -0.5499
Cl 4.214 -4.998 6.897 -0.0738
Cl 2.951 -3.674 4.623 -0.1244
H 4.486 -5.458 4.603 0.4286
H 2.892 -5.954 5.201 0.3021
C 5.743 -3.071 10.463 -0.2592
Cl 6.620 -2.219 9.188 -0.1503
Cl 4.440 -4.064 9.800 -0.1180
H 6.434 -3.712 10.997 0.2642
H 5.316 -2.342 11.141 0.2721
C -5.915 5.434 -5.605 -0.2679
Cl -5.819 5.787 -3.876 -0.1651
Cl -7.143 4.208 -5.949 -0.1183
H -6.172 6.344 -6.133 0.2979
H -4.952 5.071 -5.943 0.2549
C 5.785 -8.350 7.089 -0.0714
Cl 4.573 -8.401 5.805 -0.1442
Cl 7.420 -8.221 6.431 -0.1580
H 5.590 -7.488 7.716 0.0847
H 5.713 -9.259 7.673 0.2950
C -10.744 1.769 -3.645 -0.3821
Cl -9.491 2.543 -4.630 -0.0556
Cl -10.453 0.039 -3.412 -0.1544
H -10.779 2.255 -2.677 0.2650
H -11.697 1.883 -4.148 0.3140
C 8.888 6.710 -2.165 -0.2473
Cl 10.589 6.542 -2.610 -0.1569
Cl 7.875 5.543 -3.027 -0.1663
H 8.786 6.540 -1.100 0.2936
H 8.558 7.711 -2.414 0.2788
C -3.276 -1.417 -7.780 -0.3755
Cl -2.727 -2.078 -6.237 -0.0727
Cl -4.328 -0.011 -7.562 -0.1463
H -2.412 -1.119 -8.363 0.2867
H -3.831 -2.184 -8.309 0.2804
C -1.990 3.222 3.198 0.1041
Cl -1.153 4.124 1.925 -0.0616
Cl -3.270 2.198 2.533 -0.1388
H -1.279 2.593 3.724 -0.2402
H -2.432 3.932 3.888 0.3332
C -4.886 -4.448 -4.061 -0.4510
Cl -4.453 -2.773 -3.701 0.0221
Cl -4.463 -4.929 -5.716 -0.1969
H -4.361 -5.097 -3.369 0.2760
H -5.957 -4.563 -3.935 0.3410
```



Record 2
C29H60BaClN6O7P2S as an isolated structure at a distorted geometry. Source: the Open Molecules 2025 dataset; level of theory: ωB97M-V with the def2-TZVPD basis set.

Computed properties:
total charge: +1
ΔE to the lowest compared entry with this formula, charge and spin: 53.7 kJ/mol
LUMO level: -1.687 eV
highest occupied orbital energy: -0.270 hartree
Kohn-Sham gap: 5.66 eV

```
107
Properties=species:S:1:pos:R:3:mulliken_charge:R:1
Ba 0.448 -0.428 0.406 1.0303
C 1.633 -2.942 -3.892 -0.7330
N 0.460 -3.316 -3.120 0.1905
C 0.180 -4.736 -2.971 -1.1128
C -0.207 -2.375 -2.430 1.2041
O 0.054 -1.177 -2.481 -0.4516
C -1.330 -2.869 -1.514 -1.5223
O -1.786 -1.808 -0.717 0.0783
C -2.961 -1.140 -1.096 -1.4528
C -2.666 0.352 -1.234 0.2504
O -1.583 0.797 -0.867 0.0984
N -3.643 1.114 -1.750 0.3118
C -3.431 2.539 -1.952 -1.1672
C -4.915 0.559 -2.192 -1.0918
H 1.518 -3.251 -4.932 0.4309
H 2.524 -3.417 -3.476 0.2549
H 1.754 -1.865 -3.836 -0.0426
H 0.692 -5.273 -3.766 0.4106
H -0.884 -4.949 -3.065 0.3635
H 0.536 -5.123 -2.012 0.3277
H -0.946 -3.637 -0.837 0.3486
H -2.139 -3.314 -2.102 0.4892
H -3.711 -1.280 -0.311 0.3854
H -3.365 -1.540 -2.030 0.7030
H -2.431 2.796 -1.617 0.2825
H -4.165 3.112 -1.383 0.3674
H -3.535 2.785 -3.010 0.3769
H -5.323 -0.136 -1.460 0.3891
H -4.827 0.054 -3.157 0.2986
H -5.624 1.375 -2.301 0.3741
C 3.720 -0.360 2.078 -0.7847
N 3.921 -1.635 1.399 0.5986
C 3.693 -2.797 2.265 -0.7471
P 3.630 -1.887 -0.198 -1.5493
O 2.223 -2.171 -0.572 0.4913
O 4.147 -0.512 -0.831 0.4815
P 3.481 0.818 -1.405 -0.8148
O 2.250 1.222 -0.694 -0.2318
N 4.730 1.869 -1.167 0.4349
C 6.140 1.499 -1.195 -0.7234
C 4.459 3.230 -1.630 -1.0140
N 3.175 0.515 -2.988 1.0838
C 4.276 0.148 -3.866 -1.0153
C 2.002 1.080 -3.648 -0.9925
N 4.673 -2.989 -0.794 0.4499
C 4.210 -4.316 -1.187 -0.8333
C 6.097 -2.887 -0.502 -1.0108
H 4.429 -0.279 2.904 0.4817
H 2.716 -0.271 2.513 0.2799
H 3.891 0.477 1.404 -0.0176
H 4.412 -2.786 3.085 0.3868
H 3.830 -3.721 1.702 0.2468
H 2.677 -2.795 2.669 0.0159
H 6.286 0.537 -0.714 -0.0118
H 6.704 2.247 -0.636 0.4223
H 6.545 1.459 -2.211 0.2866
H 3.390 3.433 -1.576 0.2689
H 4.801 3.389 -2.658 0.2791
H 4.971 3.942 -0.981 0.3905
H 5.069 -0.339 -3.298 0.2387
H 4.697 1.014 -4.386 0.2857
H 3.922 -0.560 -4.618 0.3260
H 1.218 1.256 -2.920 0.1313
H 1.622 0.367 -4.382 0.3503
H 2.243 2.014 -4.166 0.2728
H 3.130 -4.299 -1.309 0.0688
H 4.472 -5.066 -0.435 0.3403
H 4.674 -4.603 -2.133 0.2703
H 6.350 -1.868 -0.215 0.1660
H 6.672 -3.150 -1.392 0.3756
H 6.387 -3.556 0.312 0.3258
Cl -2.425 -0.597 2.246 -0.1210
C -1.346 -1.098 3.561 0.8992
C -1.445 -0.385 4.743 -0.6500
C -0.626 -0.692 5.814 -0.7271
C 0.283 -1.744 5.661 -0.8043
C 0.365 -2.448 4.482 -0.6169
C -0.445 -2.164 3.341 0.7610
C -0.262 -2.854 2.113 -1.7623
H -2.177 0.410 4.815 0.3811
H -0.704 -0.145 6.742 0.4035
H 0.925 -2.026 6.488 0.4037
H 1.058 -3.279 4.405 0.3973
H -1.091 -2.859 1.410 0.6450
H 0.302 -3.781 2.159 0.2207
C -3.660 4.109 1.698 -0.8009
C -2.498 4.664 2.516 -0.4252
C -1.518 3.580 2.946 -0.6495
S -0.515 2.977 1.564 0.9386
O 0.128 1.723 2.092 -0.7224
C 0.782 4.264 1.537 -1.2373
C 2.049 3.862 2.281 0.5031
C 1.898 3.789 3.797 -1.3375
H -4.293 4.910 1.318 0.4445
H -4.278 3.450 2.310 0.3014
H -3.295 3.529 0.849 -0.1002
H -2.879 5.153 3.414 0.4021
H -1.975 5.444 1.953 0.2491
H -2.037 2.675 3.273 0.0416
H -0.842 3.899 3.737 0.5070
H 0.341 5.179 1.937 0.5164
H 0.994 4.426 0.479 0.4157
H 2.816 4.595 2.018 0.5690
H 2.389 2.900 1.891 -0.4229
H 1.510 4.729 4.196 0.3474
H 2.863 3.605 4.269 0.4176
H 1.229 2.979 4.085 0.2170
```



Record 3
C29H60BrCaCl2ILi2MgN3O9PS as an isolated structure at a distorted geometry. Source: the Open Molecules 2025 dataset; level of theory: ωB97M-V with the def2-TZVPD basis set.

Computed properties:
total charge: +2
LUMO level: -9.307 eV
highest occupied orbital energy: -0.392 hartree
Kohn-Sham gap: 1.36 eV

```
111
Properties=species:S:1:pos:R:3:mulliken_charge:R:1
C 2.591 -1.405 3.684 -1.4708
C 3.309 -2.480 2.805 -0.9604
C 4.585 -1.980 2.090 -0.0428
C 4.395 -0.673 1.337 -1.0314
C 4.235 -0.853 -0.183 2.0145
C 5.382 -0.127 -0.917 -2.0356
C 5.017 1.309 -1.313 1.0109
C 5.033 2.260 -0.131 -0.3252
C 4.511 3.656 -0.450 -1.5822
C 3.073 3.734 -0.965 -0.3723
C 1.954 3.615 0.088 -1.0512
C 1.210 2.267 0.149 -0.4824
C 0.715 1.860 -1.258 1.7549
C -0.479 0.959 -1.269 -1.1734
N -0.508 -0.122 -1.962 -0.0268
C -1.681 -0.905 -1.881 -0.6692
N -2.216 -1.301 -3.184 -0.3764
P -1.007 -2.504 -1.007 0.1745
C 0.218 -3.312 -2.037 -0.6656
O -2.255 -3.606 -0.952 -0.2178
C -2.625 -0.282 -0.814 0.7269
S -4.270 -0.092 -1.696 -0.1083
N -2.957 -1.171 0.258 0.1850
C -3.640 -0.592 1.398 -0.6069
C -4.565 -1.627 2.000 -1.3813
C -3.987 -3.036 2.226 0.7535
C -2.583 -3.199 2.759 -0.8371
C -1.798 1.033 -0.529 0.3629
C -2.592 2.361 -0.417 -1.2714
C -2.506 3.370 -1.575 -0.7610
C -1.327 4.347 -1.403 -0.8494
I -2.595 2.547 -3.555 0.0880
H 2.146 -1.828 4.583 0.4498
H 3.216 -0.543 3.952 0.6806
H 1.766 -1.008 3.107 0.3469
H 2.587 -2.885 2.103 0.3347
H 3.616 -3.322 3.454 0.5531
H 5.401 -1.814 2.836 -0.4433
H 4.873 -2.756 1.395 0.5258
H 3.557 -0.096 1.711 0.2160
H 5.275 -0.073 1.514 0.6707
H 4.309 -1.906 -0.430 0.6354
H 3.289 -0.446 -0.558 -1.8127
H 5.509 -0.654 -1.858 0.4826
H 6.283 -0.153 -0.323 0.5789
H 4.027 1.254 -1.793 -0.4967
H 5.728 1.620 -2.066 0.4678
H 6.063 2.336 0.199 0.5279
H 4.468 1.870 0.718 -0.1592
H 5.143 4.091 -1.216 0.5536
H 4.648 4.265 0.436 0.4210
H 2.988 3.020 -1.778 0.1392
H 2.982 4.713 -1.416 0.3821
H 2.384 3.810 1.063 0.6623
H 1.204 4.370 -0.108 0.3159
H 1.875 1.492 0.522 0.0576
H 0.386 2.343 0.850 0.5807
H 1.588 1.302 -1.673 -1.6589
H 0.584 2.705 -1.919 0.6873
H 0.267 -0.420 -2.533 0.4031
H -1.515 -1.079 -3.880 0.4111
H -2.293 -2.312 -3.235 0.3516
H 1.239 -3.040 -1.776 0.1124
H 0.006 -3.143 -3.092 0.4549
H 0.015 -4.455 -1.757 0.0928
H -1.875 -4.514 -0.854 -0.0649
H -4.597 1.207 -1.713 0.2451
H -3.637 -1.778 -0.179 -0.1022
H -4.264 0.277 1.194 0.1528
H -2.887 -0.246 2.100 0.5700
H -4.973 -1.187 2.897 0.4539
H -5.389 -1.746 1.299 0.4705
H -4.672 -3.505 2.919 0.6478
H -4.054 -3.560 1.269 -1.1413
H -2.700 -3.929 3.615 -0.0246
H -1.913 -3.560 1.929 0.5923
H -2.126 -2.290 3.193 -0.0492
H -1.489 0.879 0.514 0.3746
H -2.211 2.892 0.451 0.5672
H -3.615 2.124 -0.173 0.5737
H -3.381 3.995 -1.488 0.8440
H -0.813 4.528 -2.336 0.3719
H -1.718 5.307 -1.094 0.3810
H -0.659 4.035 -0.615 -0.0665
C -3.403 -0.906 5.235 -0.6353
O -2.460 -0.573 4.340 -0.6396
H -4.328 -0.287 5.247 0.2344
H -3.824 -1.951 5.145 0.0978
H -3.113 -0.877 6.311 0.2803
Li -4.648 -4.037 -0.283 0.9103
Br -0.626 -6.236 -1.622 -0.6754
C -7.179 -6.009 1.801 0.5835
O -6.943 -7.160 2.193 -0.6877
O -8.253 -5.376 2.430 -0.4741
O -6.577 -5.341 0.928 -0.7115
H -8.503 -6.103 3.021 0.3272
Ca -1.606 -5.469 3.601 1.7608
C 5.951 2.067 -4.721 0.6046
O 5.144 1.085 -4.720 -0.6912
O 5.531 3.148 -3.892 -0.4909
O 7.003 2.193 -5.312 -0.6388
H 4.703 2.747 -3.596 0.2848
Li 2.560 -0.150 -2.149 0.8330
C -4.752 5.646 -5.676 -0.0721
Cl -4.134 6.834 -4.515 -0.1578
Cl -4.933 6.338 -7.284 -0.1346
H -4.054 4.819 -5.729 0.0687
H -5.719 5.298 -5.334 0.2762
O 4.848 0.882 4.825 -0.7361
H 4.982 0.994 3.869 0.2909
Mg 5.054 -1.817 4.633 1.0988
```



Record 4
A 10-piece molecular cluster, C29H60ClN7O15 overall at a distorted geometry. Source: the Open Molecules 2025 dataset; level of theory: ωB97M-V with the def2-TZVPD basis set.

Computed properties:
total charge: -1
⟨S²⟩: 0.7549
LUMO level (spin up / spin down): 1.834 / 1.639 eV
multiplicity: 2
highest occupied orbital energy (spin up / spin down): -0.264 / -0.276 hartree
Kohn-Sham gap (spin up / spin down): 9.01 / 9.14 eV

```
112
Properties=species:S:1:pos:R:3:lowdin_spin:R:1
C 2.075 -3.181 -6.636 0.0126
C 2.606 -1.831 -6.161 0.0191
C 1.434 -0.865 -5.841 0.0014
C 0.664 -1.133 -4.481 -0.0001
C 1.639 -1.062 -3.254 0.0001
C 2.862 -2.004 -3.393 0.0199
N 3.413 -1.908 -4.838 0.3797
O 4.604 -2.624 -4.982 0.5442
C 2.413 -3.464 -3.053 0.0145
C 3.966 -1.489 -2.421 0.0019
C 3.612 -1.276 -7.219 0.0019
H 1.230 -3.620 -6.105 0.0002
H 2.895 -3.887 -6.505 0.0012
H 1.726 -3.266 -7.665 0.0017
H 0.682 -0.804 -6.628 -0.0005
H 1.904 0.114 -5.741 0.0012
H 0.235 -2.134 -4.428 0.0000
H -0.215 -0.489 -4.449 0.0001
H 1.027 -1.375 -2.407 -0.0004
H 2.002 -0.041 -3.137 0.0005
H 2.276 -3.626 -1.984 0.0014
H 3.232 -4.169 -3.191 0.0016
H 1.473 -3.778 -3.508 0.0001
H 3.814 -1.948 -1.445 -0.0003
H 4.028 -0.401 -2.392 0.0003
H 4.924 -1.897 -2.741 -0.0012
H 4.070 -0.357 -6.854 -0.0003
H 2.952 -0.948 -8.023 -0.0005
H 4.301 -1.969 -7.703 -0.0002
Cl -0.363 -0.132 1.293 0.0000
O 0.035 -1.218 2.181 0.0000
O -1.789 -0.267 0.915 0.0000
O -0.146 1.134 1.954 0.0000
O 0.392 -0.263 0.083 0.0000
O -1.174 4.739 0.534 0.0000
C -1.118 5.067 1.677 0.0000
N -1.237 4.120 2.644 0.0000
C -0.806 6.466 2.161 0.0000
H -1.614 3.211 2.417 0.0000
H -1.427 4.406 3.594 0.0000
H -1.652 7.140 2.026 0.0000
H 0.132 6.775 1.700 0.0000
H -0.650 6.390 3.237 0.0000
O -6.113 -2.997 1.769 0.0000
C -5.140 -2.285 1.603 0.0000
N -5.220 -1.210 0.839 0.0000
C -3.840 -2.650 2.337 0.0000
H -6.019 -0.857 0.331 0.0000
H -4.349 -0.749 0.617 0.0000
H -3.245 -3.468 1.931 0.0000
H -4.193 -2.858 3.347 0.0000
H -3.232 -1.763 2.514 0.0000
O 1.187 -5.442 0.175 0.0001
C 0.937 -4.286 0.282 0.0001
N 1.802 -3.509 0.917 0.0000
C -0.338 -3.667 -0.283 0.0000
H 2.711 -3.778 1.265 0.0000
H 1.427 -2.590 1.100 0.0000
H -0.617 -4.280 -1.140 0.0000
H -0.082 -2.689 -0.691 0.0000
H -1.192 -3.580 0.389 0.0000
O -3.170 3.071 -2.236 0.0000
C -2.496 2.116 -1.837 0.0000
N -1.560 2.214 -0.903 0.0000
C -2.847 0.737 -2.279 0.0000
H -1.331 3.128 -0.540 0.0000
H -1.079 1.388 -0.576 0.0000
H -2.282 -0.020 -1.736 0.0000
H -2.581 0.593 -3.326 0.0000
H -3.899 0.487 -2.135 0.0000
O 3.905 3.851 -0.638 0.0000
C 3.253 3.103 0.033 0.0000
N 2.745 1.997 -0.506 0.0000
C 2.861 3.501 1.446 0.0000
H 1.945 1.547 -0.084 0.0000
H 3.078 1.778 -1.434 0.0000
H 3.130 4.486 1.827 0.0000
H 2.946 2.657 2.131 0.0000
H 1.775 3.587 1.468 0.0000
O -0.776 -0.452 7.113 0.0000
C -0.984 -0.239 5.930 0.0000
N -0.109 0.501 5.316 0.0000
C -2.151 -0.810 5.173 0.0000
H 0.735 0.636 5.854 0.0000
H -0.112 0.653 4.317 0.0000
H -3.021 -1.134 5.745 0.0000
H -1.928 -1.716 4.608 0.0000
H -2.488 -0.124 4.396 0.0000
O -7.727 1.194 2.383 0.0000
C -6.668 1.820 2.148 0.0000
O -5.554 1.404 2.609 0.0000
C -4.445 1.959 1.913 0.0000
C -4.962 3.271 1.284 0.0000
C -6.501 3.030 1.238 0.0000
H -3.957 1.313 1.184 0.0000
H -3.783 2.260 2.725 0.0000
H -4.473 3.372 0.316 0.0000
H -4.784 4.174 1.867 0.0000
H -6.783 2.780 0.216 0.0000
H -7.121 3.849 1.602 0.0000
O 4.577 -2.721 4.686 0.0000
C 4.407 -1.750 3.944 0.0000
O 5.177 -0.567 4.038 0.0000
C 4.645 0.546 3.312 0.0000
C 3.567 -0.026 2.454 0.0000
C 3.458 -1.607 2.789 0.0000
H 5.426 0.919 2.649 0.0000
H 4.238 1.268 4.020 0.0000
H 3.815 0.146 1.407 0.0000
H 2.636 0.482 2.708 0.0000
H 3.900 -2.145 1.950 0.0000
H 2.442 -1.985 2.901 0.0000
```



| no. | calculated total energy (hartree) |
| --- | --- |
| 1 | -19183.48623 |
| 2 | -3562.89460 |
| 3 | -7405.76789 |
| 4 | -3112.97348 |